C54H72N4O10 | ωB97M-V with the def2-TZVPD basis set

```
140
Properties=species:S:1:pos:R:3
C 0.216 -1.991 -4.923
H -0.649 -1.694 -4.334
C 1.381 -1.050 -4.642
H 1.074 -0.033 -4.898
C 1.833 -1.072 -3.181
C 2.452 -2.409 -2.771
C 3.228 -2.327 -1.457
H 3.705 -3.291 -1.265
H 4.011 -1.571 -1.534
C 2.301 -1.993 -0.285
N 2.947 -2.160 1.003
C 3.222 -3.347 1.594
O 4.035 -3.414 2.512
C 2.468 -4.582 1.154
H 3.203 -5.296 0.773
C 1.767 -5.219 2.363
C 0.871 -4.256 3.149
C -0.108 -3.429 2.316
H -0.626 -2.734 2.982
C -1.130 -4.282 1.561
N -1.795 -3.532 0.506
C -2.911 -2.750 0.722
C -3.447 -2.001 -0.277
C -4.594 -1.110 -0.116
O -5.275 -0.945 0.878
O -4.865 -0.455 -1.261
C -5.902 0.519 -1.190
C -5.492 1.730 -0.391
C -6.352 2.295 0.539
C -5.960 3.407 1.263
C -4.701 3.952 1.074
C -3.835 3.386 0.154
C -4.233 2.284 -0.581
H -3.560 1.840 -1.298
H -2.847 3.796 0.007
H -4.399 4.819 1.645
H -6.637 3.846 1.982
H -7.329 1.861 0.700
H -6.800 0.066 -0.755
H -6.093 0.791 -2.233
C -2.876 -2.031 -1.677
N -1.814 -3.018 -1.763
C -1.179 -3.607 -0.740
O -0.141 -4.227 -0.902
H -1.316 -3.052 -2.642
C -2.336 -0.694 -2.142
C -2.625 -0.250 -3.425
C -2.106 0.943 -3.889
C -1.283 1.724 -3.086
C -0.990 1.272 -1.803
C -1.504 0.073 -1.337
H -1.284 -0.249 -0.330
H -0.374 1.867 -1.149
C -0.782 3.046 -3.602
C 0.742 3.173 -3.530
C 1.182 4.509 -4.123
C 0.519 5.668 -3.383
C -0.999 5.537 -3.438
C -1.423 4.205 -2.829
H -1.095 4.167 -1.790
H -2.512 4.106 -2.852
H -1.462 6.359 -2.889
H -1.338 5.594 -4.477
H 0.835 6.618 -3.819
H 0.826 5.652 -2.336
H 2.270 4.600 -4.066
H 0.904 4.546 -5.179
H 1.061 3.115 -2.489
H 1.211 2.347 -4.072
H -1.078 3.133 -4.655
H -2.349 1.275 -4.888
H -3.275 -0.837 -4.060
H -3.673 -2.336 -2.375
C -3.494 -2.803 2.096
H -2.759 -2.500 2.836
H -3.823 -3.817 2.323
H -4.347 -2.140 2.155
H -1.867 -4.707 2.242
H -0.609 -5.100 1.060
H 0.442 -2.827 1.595
H 1.515 -3.563 3.696
H 0.314 -4.835 3.891
H 1.188 -6.074 2.011
H 2.527 -5.593 3.052
H 1.750 -4.391 0.364
C 3.551 -0.958 1.596
C 2.504 0.125 1.686
C 1.436 -0.098 2.552
C 0.384 0.789 2.644
C 0.365 1.946 1.868
C 1.478 2.217 1.050
C 2.520 1.299 0.954
H 3.351 1.514 0.303
C 1.575 3.501 0.313
O 0.652 4.172 -0.079
O 2.860 3.850 0.151
C 3.122 5.064 -0.532
H 3.088 4.902 -1.611
H 4.120 5.376 -0.233
H 2.384 5.821 -0.258
O -0.631 2.861 1.877
C -1.659 2.776 2.824
C -2.667 1.646 2.591
O -2.535 0.735 1.822
O -3.694 1.825 3.416
C -4.746 0.859 3.402
H -4.842 0.402 2.417
H -5.656 1.392 3.665
H -4.537 0.088 4.145
H -1.262 2.673 3.844
H -2.197 3.725 2.758
H -0.431 0.564 3.312
H 1.427 -0.991 3.160
H 3.822 -1.246 2.621
C 4.870 -0.656 0.859
O 5.043 0.233 0.049
N 5.808 -1.554 1.199
H 5.563 -2.281 1.861
C 7.134 -1.565 0.631
C 8.228 -1.293 1.668
C 8.630 -2.507 2.508
C 7.573 -2.963 3.509
H 8.002 -3.691 4.194
H 7.213 -2.119 4.094
H 6.724 -3.434 3.021
H 9.536 -2.244 3.059
H 8.883 -3.336 1.842
H 7.897 -0.485 2.323
H 9.113 -0.943 1.132
H 7.145 -0.780 -0.130
H 7.314 -2.531 0.145
H 1.978 -0.954 -0.356
H 1.415 -2.625 -0.356
H 1.676 -3.169 -2.665
H 3.138 -2.735 -3.557
H 2.576 -0.284 -3.037
H 0.977 -0.840 -2.543
H 2.225 -1.315 -5.283
H 0.479 -3.019 -4.683
H -0.060 -1.948 -5.975
```

Output
Kohn-Sham gap = 0.33322 Eh
energy above the lowest of the compared OMol25 structures with the same formula, charge and spin = 0.41 kcal/mol
calculated total energy = -83606.918 eV
LUMO = 0.592 eV

***

C54H77N10O15 | ωB97M-V with the def2-TZVPD basis set

```
156
Properties=species:S:1:pos:R:3
C 1.844 0.704 -3.695
C 2.086 0.277 -2.223
C 1.469 1.259 -1.226
N 1.290 0.731 0.204
C 0.465 -0.595 0.185
C 0.129 -0.945 1.656
C -0.651 0.162 2.321
C 0.218 1.438 2.373
C 0.651 1.863 0.989
C 2.719 0.514 0.732
H 2.139 -0.095 -4.373
H 2.351 1.669 -3.721
H 0.795 0.923 -3.898
H 3.165 0.237 -2.067
H 1.742 -0.753 -2.131
H 0.434 1.505 -1.460
H 2.161 2.101 -1.236
H -0.415 -0.406 -0.431
H 1.129 -1.276 -0.342
H -0.338 -1.928 1.638
H 1.079 -1.035 2.184
H -1.494 0.389 1.666
H -0.997 -0.080 3.325
H -0.283 2.235 2.922
H 1.131 1.167 2.908
H -0.253 2.105 0.427
H 1.373 2.675 0.909
H 3.248 -0.204 0.107
H 2.680 0.216 1.778
H 3.371 1.389 0.739
C 0.451 -3.216 4.317
O 1.046 -3.820 3.426
N 0.740 -2.008 4.777
N -0.514 -3.836 5.008
H 0.141 -1.496 5.405
H 1.448 -1.464 4.308
H -0.696 -4.806 4.804
H -1.047 -3.404 5.745
C -0.313 -2.664 -3.242
O -0.294 -1.909 -2.285
N -1.322 -3.475 -3.526
N 0.709 -2.882 -4.015
H -1.198 -4.049 -4.345
H -2.257 -3.466 -3.149
H 0.478 -3.351 -4.876
H 1.544 -2.321 -3.946
C 5.564 -0.709 3.244
O 4.425 -1.133 3.158
N 6.525 -0.908 2.389
N 5.949 0.080 4.229
H 6.338 -1.227 1.452
H 7.406 -0.473 2.607
H 5.324 0.462 4.919
H 6.909 0.379 4.184
C -4.899 -3.044 -0.150
C -4.468 -4.068 -1.015
C -3.170 -4.523 -1.049
C -2.216 -4.051 -0.172
C -2.689 -3.228 0.812
C -3.921 -2.602 0.770
O -4.266 -1.659 1.687
O -2.847 -5.525 -1.894
H -5.912 -2.724 -0.349
H -5.191 -4.384 -1.754
H -1.192 -4.396 -0.147
H -2.033 -2.987 1.638
H -5.121 -1.246 1.555
H -1.893 -5.617 -1.979
C 0.240 5.180 -1.676
C 0.054 5.121 -3.054
C 0.977 4.534 -3.919
C 2.202 4.128 -3.377
C 2.482 4.156 -1.992
C 1.448 4.631 -1.175
O 1.557 4.483 0.178
O 0.840 4.407 -5.281
H -0.550 5.549 -1.039
H -0.916 5.494 -3.357
H 2.954 3.970 -4.138
H 3.455 3.780 -1.713
H 0.813 4.854 0.659
H 0.256 5.037 -5.711
C 1.241 -6.836 0.164
C 1.590 -5.703 0.890
C 1.507 -4.442 0.284
C 1.179 -4.301 -1.073
C 0.956 -5.467 -1.825
C 0.901 -6.693 -1.176
O 0.568 -7.859 -1.788
O 1.950 -3.340 0.942
H 1.312 -7.792 0.661
H 1.822 -5.794 1.941
H 1.201 -3.309 -1.503
H 0.796 -5.319 -2.885
H 0.577 -7.793 -2.746
H 2.080 -3.622 1.856
C -2.358 2.508 -2.105
C -2.875 3.140 -0.971
C -3.358 2.385 0.137
C -3.182 0.975 0.077
C -2.647 0.345 -1.007
C -2.229 1.120 -2.093
O -1.735 0.546 -3.223
O -3.990 2.905 1.235
H -1.986 3.055 -2.958
H -3.087 4.200 -0.934
H -3.323 0.383 0.971
H -2.606 -0.735 -0.970
H -1.532 -0.378 -3.056
H -4.013 3.866 1.201
C -0.157 5.409 4.574
C 0.163 5.848 5.828
C -0.446 5.260 6.957
C -1.459 4.339 6.812
C -1.942 4.121 5.487
C -1.339 4.653 4.382
O -1.888 4.528 3.141
O 0.043 5.444 8.235
H 0.457 5.747 3.751
H 1.041 6.463 5.966
H -1.760 3.762 7.674
H -2.823 3.507 5.368
H -2.432 3.754 2.966
H -0.489 4.929 8.846
C -0.782 -0.465 -7.255
C 0.383 -0.488 -7.974
C 1.520 0.177 -7.447
C 1.419 1.009 -6.330
C 0.154 1.224 -5.806
C -0.953 0.521 -6.250
O -2.183 0.702 -5.743
O 2.682 -0.002 -8.173
H -1.609 -1.096 -7.551
H 0.378 -1.101 -8.864
H 2.245 1.607 -5.971
H 0.001 1.845 -4.934
H -1.961 0.790 -4.801
H 2.596 -0.108 -9.122
C 6.736 0.479 -2.084
C 6.430 1.530 -1.141
N 6.198 2.382 -0.394
H 5.989 -0.311 -2.000
H 7.780 0.182 -1.991
H 6.618 0.733 -3.138
C -3.959 -1.539 4.699
C -3.693 -2.960 4.588
N -3.537 -4.080 4.455
H -3.945 -1.142 5.713
H -4.904 -1.296 4.215
H -3.249 -0.985 4.086
C -5.937 1.491 3.637
C -4.489 1.527 3.666
N -3.321 1.575 3.622
H -6.258 2.205 4.394
H -6.263 0.517 4.009
H -6.393 1.452 2.649
```

Output
Kohn-Sham gap = 0.28389 Eh
net charge = +1
calculated total energy = -102854.037 eV
LUMO = -1.666 eV